No. 1
Computed, not measured: 5 unconnected molecules or ions with the total composition C18H25FO15S, with wB97M-V/def2-TZVPD.

The geometry in XYZ format:
```
60
Properties=species:S:1:pos:R:3
C -3.0185 -0.2481 0.6804
C -2.2037 -0.8080 1.8406
S -0.5225 -1.3905 1.4385
C 0.0974 -0.4788 0.0189
C 0.8438 0.7900 0.3820
F 2.0529 0.4909 0.8685
C 0.0477 1.7633 1.2414
O 0.1481 3.0137 0.5647
C 0.5462 2.7903 -0.6953
O 0.5027 3.5948 -1.6163
O 1.0222 1.5396 -0.8155
H -4.0393 -0.5847 0.7399
H -3.0500 0.8300 0.7159
H -2.6501 -0.5560 -0.2854
H -2.1475 -0.1027 2.6543
H -2.7045 -1.6879 2.2070
H 0.8213 -1.1344 -0.4405
H -0.6442 -0.2443 -0.7261
H 0.3992 1.8058 2.2543
H -0.9827 1.4569 1.1766
C -1.0126 7.7589 -1.2831
C -1.0934 6.5176 -2.1451
O -2.5078 6.3434 -2.2930
C -3.1089 7.5431 -2.1014
O -4.2513 7.7679 -2.3141
O -2.2178 8.4502 -1.6289
H -0.1455 8.3776 -1.4979
H -1.0337 7.5282 -0.2164
H -0.6523 6.6689 -3.1323
H -0.6422 5.6446 -1.6846
C 3.4046 -3.1294 0.6646
C 4.3948 -3.8652 1.5416
O 3.6177 -4.1333 2.7145
C 2.3106 -4.1232 2.3715
O 1.4271 -4.4680 3.0841
O 2.1506 -3.6638 1.1101
H 3.5420 -3.3217 -0.3962
H 3.4080 -2.0515 0.8399
H 4.7141 -4.8138 1.1072
H 5.2702 -3.2736 1.7942
C 1.4564 1.1183 -4.2798
C 2.5654 1.4129 -5.2665
O 3.4149 0.2690 -5.1142
C 2.6735 -0.7538 -4.6246
O 3.0476 -1.8736 -4.5285
O 1.4495 -0.3146 -4.2465
H 0.4880 1.4968 -4.5957
H 1.6766 1.4890 -3.2787
H 2.2103 1.4547 -6.2977
H 3.1124 2.3236 -5.0392
C -1.7804 -4.7207 4.3079
C -1.8021 -6.0417 3.5750
O -3.2049 -6.3435 3.5380
C -3.8939 -5.1837 3.6501
O -5.0613 -5.0709 3.4835
O -3.0599 -4.1646 3.9733
H -0.9782 -4.0685 3.9733
H -1.7203 -4.8421 5.3909
H -1.4311 -5.9560 2.5528
H -1.2551 -6.8272 4.0880
```

Computed properties:
- net charge = 0
- HOMO energy (eV) = -9.48
- orbital gap (eV) = 9.648

natural (NBO) population analysis, charges in e, atoms 1 to 8: -0.63 -0.53 0.21 -0.60 0.57 -0.33 -0.13 -0.47

=====

No. 2
Computed, not measured: a molecular structure, C18H25N2Pt, with wB97M-V/def2-TZVPD.

The geometry in XYZ format:
```
46
Properties=species:S:1:pos:R:3
C -0.4093 0.4972 -2.8626
C 0.1278 1.8296 -2.5655
C 0.4504 -0.5708 -3.3901
C -1.8439 0.2449 -2.6747
H 0.0959 -0.9357 -4.3713
H 0.4660 -1.4487 -2.7178
H 1.4885 -0.2340 -3.5280
H 0.0061 2.5265 -3.4156
H 1.2016 1.7804 -2.3362
H -0.3906 2.2897 -1.7081
H -2.4382 0.5681 -3.5490
H -2.2387 0.7942 -1.8051
H -2.0451 -0.8250 -2.5269
C 2.4726 -1.2666 1.7625
C 2.7239 -1.7357 0.4169
C 2.6045 -0.6523 -0.4772
H 3.0598 -2.7383 0.1630
C 2.3078 0.5231 0.2410
C 2.1920 0.2006 1.6621
H 2.3726 0.8669 2.5074
H 2.7808 -1.7408 2.6937
H 2.8161 -0.6907 -1.5492
H 2.3220 1.5323 -0.1593
C -1.3092 -2.1074 1.6753
C -0.0877 -2.9594 1.7700
C 0.2487 -3.3365 0.4148
H 0.2374 -3.4485 2.6906
C -0.6735 -2.7445 -0.4743
C -1.6303 -2.0095 0.2562
H -2.5386 -1.5728 -0.1479
H -1.9989 -1.9741 2.5068
H 1.0264 -4.0455 0.1400
H -0.7042 -2.9198 -1.5479
Pt 0.3697 -0.8110 1.9002
C 0.6722 2.9353 1.5923
C -0.5839 2.1822 1.7512
N -0.8820 0.8701 1.8298
C -2.2737 0.7603 1.8811
C -2.8077 2.0116 1.8686
N -1.7387 2.8779 1.8084
H 0.5272 3.9474 1.9939
H 1.4929 2.4705 2.1380
H 0.9396 3.0355 0.5304
H -2.7891 -0.1865 1.9263
H -3.8369 2.3194 1.8651
H -1.7823 3.8906 1.8211
```

Computed properties:
- spin multiplicity = 5
- net charge = +1
- HOMO energy (spin up / spin down) (eV) = -9.28 / -11.37
- expectation value of S² = 6.042
- orbital gap (spin up / spin down) (eV) = 7.041 / 5.235
- energy relative to the best compared isomer or geometry (same formula, charge and spin) (kJ/mol) = 0.0

natural (NBO) population analysis, charges in e, atoms 1 to 8: 0.09 -0.66 -0.66 -0.66 0.23 0.21 0.21 0.23

=====

No. 3
Computed, not measured: C18H25N3OS in the gas phase, with wB97M-V/def2-TZVPD.

The geometry in XYZ format:
```
48
Properties=species:S:1:pos:R:3
C -4.6822 5.1311 -2.2457
C -3.7730 5.0407 -1.0253
C -3.5907 3.6126 -0.5084
C -2.7835 2.7309 -1.4594
C -2.6063 1.3024 -0.9458
H -2.1658 0.6911 -1.7382
H -3.5813 0.8774 -0.6990
C -1.6996 1.2162 0.2826
N -1.4575 -0.1583 0.6487
C -1.8443 -0.6793 1.8193
O -2.4014 -0.0689 2.7087
C -1.5245 -2.1690 1.9512
H -1.9588 -2.5457 2.8766
H -1.8929 -2.7305 1.0940
S 0.2602 -2.5035 2.0846
C 0.7040 -2.6323 0.4010
N 0.0056 -2.1780 -0.6155
C 0.7178 -2.5083 -1.7276
C 1.8555 -3.1646 -1.3699
N 1.8381 -3.2519 -0.0022
C 2.8721 -3.8144 0.8322
C 4.0209 -2.8456 0.9722
C 3.8801 -1.7215 1.7765
C 4.9095 -0.8035 1.8773
C 6.0880 -1.0010 1.1767
C 6.2333 -2.1188 0.3738
C 5.2016 -3.0359 0.2688
H 5.3192 -3.9077 -0.3596
H 7.1504 -2.2775 -0.1739
H 6.8922 -0.2851 1.2573
H 4.7922 0.0668 2.5054
H 2.9607 -1.5718 2.3237
H 2.4290 -4.0241 1.8103
H 3.2129 -4.7501 0.3795
H 2.6569 -3.5692 -1.9515
H 0.3542 -2.2494 -2.7010
H -1.0062 -0.7739 -0.0332
H -0.7426 1.7073 0.0705
H -2.1625 1.6960 1.1469
H -1.8005 3.1798 -1.6223
H -3.2915 2.6851 -2.4242
H -3.0823 3.6583 0.4559
H -4.5719 3.1617 -0.3448
H -4.2028 5.6464 -0.2241
H -2.7952 5.4630 -1.2688
H -4.2458 4.6204 -3.1002
H -5.6496 4.6814 -2.0324
H -4.8416 6.1714 -2.5206
```

Computed properties:
- net charge = 0
- HOMO energy (eV) = -8.32
- orbital gap (eV) = 8.977
- energy relative to the best compared isomer or geometry (same formula, charge and spin) (kJ/mol) = 53.2

natural (NBO) population analysis, charges in e, atoms 1 to 8: -0.61 -0.39 -0.39 -0.40 -0.39 0.20 0.20 -0.23

=====

No. 4
Computed, not measured: a molecular structure, C18H25N4OPd, with wB97M-V/def2-TZVPD.

The geometry in XYZ format:
```
49
Properties=species:S:1:pos:R:3
Pd -0.0441 -0.1913 -0.2753
C 3.9937 -2.6143 4.1920
C 3.0435 -1.9773 3.2191
C 3.4230 -0.8958 2.4386
C 2.5177 -0.3577 1.5387
N 1.2856 -0.8338 1.3914
C 0.8980 -1.8648 2.1445
C 1.7486 -2.4558 3.0618
H 4.9328 -2.0663 4.2489
H 4.2182 -3.6402 3.8950
H 3.5612 -2.6533 5.1925
H 4.4154 -0.4722 2.5169
H 2.7834 0.4796 0.9053
H -0.1175 -2.1943 1.9655
H 1.3930 -3.2951 3.6458
C -0.5694 -3.7791 -0.8705
C -1.7153 -2.7736 -0.7166
C -2.1336 -2.2376 -2.0862
C -2.9123 -3.4635 -0.0542
O -1.3638 -1.7253 0.1505
H -0.8466 -4.6054 -1.5320
H -0.3101 -4.2017 0.1037
H 0.3104 -3.2875 -1.2814
H -2.3829 -3.0534 -2.7703
H -1.3241 -1.6595 -2.5377
H -3.0096 -1.5942 -1.9807
H -3.2731 -4.3040 -0.6543
H -3.7242 -2.7483 0.0728
H -2.6298 -3.8350 0.9315
N -1.0318 1.3060 0.9506
C -1.3833 1.8752 1.9056
N -1.8627 2.4112 2.9689
C -1.4756 3.5898 3.3911
N -1.2098 4.6185 3.8553
C 3.7490 -0.5224 -4.1445
C 2.8121 -1.6628 -3.7272
C 3.6458 -2.8455 -3.2186
C 1.9820 -2.1114 -4.9364
C 1.9109 -1.1988 -2.6594
C 1.1583 -0.8465 -1.7727
H 4.4331 -0.8533 -4.9303
H 4.3353 -0.1836 -3.2904
H 3.1736 0.3258 -4.5151
H 4.2961 -3.2243 -4.0110
H 2.9951 -3.6527 -2.8823
H 4.2646 -2.5382 -2.3756
H 2.6273 -2.5175 -5.7194
H 1.4227 -1.2700 -5.3451
H 1.2659 -2.8775 -4.6393
```

Computed properties:
- spin multiplicity = 3
- net charge = -1
- HOMO energy (spin up / spin down) (eV) = -4.80 / -5.26
- expectation value of S² = 2.006
- orbital gap (spin up / spin down) (eV) = 7.299 / 7.637
- energy relative to the best compared isomer or geometry (same formula, charge and spin) (kJ/mol) = 0.0

natural (NBO) population analysis, charges in e, atoms 1 to 8: 1.10 -0.63 0.03 -0.26 0.07 -0.44 0.06 -0.26

=====

No. 5
Computed, not measured: C18H25NO4 in the gas phase, with wB97M-V/def2-TZVPD.

The geometry in XYZ format:
```
48
Properties=species:S:1:pos:R:3
C -4.3246 -3.1131 -0.4880
H -3.7024 -3.8328 -1.2152
H -4.5404 -3.5434 0.2988
H -5.2024 -2.7920 -1.1277
C -3.4327 -2.1236 -0.3626
C -2.2796 -2.5496 0.5794
H -1.5764 -1.8041 0.8412
H -1.7750 -3.2368 -0.1681
H -2.5578 -2.8376 1.4051
C -4.2090 -0.9703 0.6113
H -5.1442 -0.3614 0.0399
H -4.7638 -1.3291 1.3968
C -3.4116 0.0921 0.9931
N -2.8243 1.0949 0.0477
C -2.8888 2.3272 -0.2282
O -3.5167 3.0577 0.7946
C -2.0871 2.7055 -1.2789
O -1.1881 1.9222 -1.7457
C 0.0415 1.8019 -1.1062
C 0.8026 0.8140 -1.4352
C 1.9172 0.3858 -0.9253
C 2.1052 1.0729 0.5683
C 1.3060 2.0123 0.9797
C 0.1161 2.2983 0.3891
H -0.5103 3.1246 0.4116
H 1.5906 2.3562 1.8805
O 3.3227 0.5098 1.1577
C 4.4315 0.1718 0.4823
C 5.2001 -0.5469 1.7564
H 6.1717 -1.0767 1.3097
H 5.6375 0.4326 2.2006
H 4.6828 -1.2117 2.1550
C 3.8921 -1.1056 -0.3153
C 2.8251 -0.7911 -1.3775
O 2.7169 -1.2093 -2.4579
H 4.7193 -1.4584 -0.8042
H 3.3755 -1.8610 0.1366
C 5.1657 1.0239 -0.0936
H 6.0133 0.5620 -0.7872
H 5.3883 1.9704 0.3405
H 4.6140 1.3078 -0.9983
H 0.5135 0.3856 -2.2757
H -2.9382 2.9507 -2.1177
H -1.7468 3.7094 -1.0689
H -2.4436 0.5393 -0.7548
H -2.4885 -0.1208 1.7789
H -3.9952 0.8674 1.6834
H -3.0017 -1.6213 -1.1063
```

Computed properties:
- net charge = 0
- HOMO energy (eV) = -8.46
- orbital gap (eV) = 7.953
- energy relative to the best compared isomer or geometry (same formula, charge and spin) (kJ/mol) = 1644.4

natural (NBO) population analysis, charges in e, atoms 1 to 8: -0.56 0.18 0.19 0.21 -0.18 -0.58 0.21 0.20

=====

| no. | strongest force on any atom (eV Å⁻¹) |
| --- | --- |
| 1 | 2.669 |
| 2 | 2.133 |
| 3 | 0.531 |
| 4 | 0.530 |
| 5 | 16.762 |